Record 1
C25H38BeP2 | ωB97M-V/def2-TZVPD

Output
HOMO (spin up / spin down) = -4.4 / -4.4 eV
Maximum force = 4.79 eV/Å
Molecular weight = 409.5 g mol⁻¹
Orbital gap (spin up / spin down) = 4.47 / 4.47 eV

Last column: natural (NBO) charge in e.
CARTESIAN COORDINATES (ANGSTROEM)
P  -0.610811  -2.328102  -3.791446  0.7183
P  -0.132891  1.149321  -5.266306  1.3903
C  -0.752705  -1.648705  -5.524173  -0.6880
C  0.152078  -0.513325  -6.003130  -0.7451
H  -1.820402  -1.425621  -5.690495  0.2289
H  -0.469516  -2.522411  -6.147977  0.2292
H  1.228677  -0.806371  -5.978439  0.2465
H  -0.077052  -0.329804  -7.079492  0.2368
C  -1.700632  1.704880  -5.885384  -1.0108
H  -2.032569  2.681044  -5.496643  0.2670
H  -2.507326  0.975447  -5.720563  0.2561
H  -1.489884  1.794499  -6.972100  0.2251
C  1.405857  1.845622  -5.952302  -0.9603
H  1.204518  2.111162  -7.004639  0.2242
H  2.166574  1.038182  -5.926181  0.2451
H  1.835091  2.705154  -5.397569  0.2905
C  -1.523423  -3.852223  -4.370687  -0.9140
H  -1.660347  -4.700221  -3.675086  0.2492
H  -0.996869  -4.227168  -5.255357  0.2225
H  -2.523317  -3.515333  -4.689958  0.2339
C  1.134299  -2.844796  -4.054648  -0.9280
H  1.771059  -1.978959  -4.257384  0.2419
H  1.141642  -3.490230  -4.942285  0.2191
H  1.560939  -3.379914  -3.207594  0.2628
Be  -0.877382  -2.030528  -1.668142  1.5004
C  0.762538  4.456417  -1.432284  -0.1717
C  -0.377559  4.578473  -2.116316  -0.2008
C  -1.219270  3.562689  -2.805611  -0.4304
C  -0.990250  2.141278  -2.272476  -0.4260
C  -0.026993  1.475958  -3.300132  -0.3471
C  1.376759  1.758190  -3.389362  -0.5915
C  2.191922  2.823216  -2.772897  -0.3842
C  1.637713  3.275292  -1.355698  -0.4620
C  0.233578  -3.090030  -0.986958  -1.4791
H  1.181690  5.325223  -0.911939  0.1991
H  -0.745424  5.578116  -2.263024  0.1891
H  -1.010483  3.498969  -3.892756  0.1882
H  -2.284304  3.851596  -2.666454  0.2096
H  -0.705978  2.093227  -1.167052  0.2594
H  -1.953625  1.597713  -2.284260  0.2098
H  -0.250596  0.344192  -3.179579  0.1564
H  1.949314  0.922828  -3.841264  0.1582
H  2.293100  3.704961  -3.493361  0.1463
H  3.209374  2.362965  -2.635983  0.2050
H  1.143508  2.417807  -0.836721  0.2316
H  2.539928  3.562113  -0.807860  0.2039
H  0.168095  -2.596795  -0.001087  0.2461
H  1.298796  -3.264967  -1.237868  0.2246
H  -0.468754  -3.941301  -1.059580  0.2057
C  1.762772  1.463982  2.256334  -0.2211
C  2.230209  0.614848  1.236440  -0.2188
C  1.313682  -0.078936  0.436902  -0.2151
C  -0.096467  0.026543  0.549646  0.0013
C  -1.080188  -0.704827  -0.264782  -0.5514
C  -2.343012  -0.701505  0.284046  -0.2924
C  -2.707026  -0.077799  1.513491  -0.2257
C  -1.829196  0.756525  2.176082  -0.1958
C  -0.520761  0.873590  1.676437  -0.0910
C  0.401877  1.585508  2.476060  -0.1998
H  2.479223  1.952928  2.923705  0.2090
H  3.311668  0.475390  1.108192  0.2120
H  1.706961  -0.794914  -0.277210  0.2103
H  -3.141308  -1.229694  -0.247767  0.1800
H  -3.695638  -0.236297  1.922687  0.2033
H  -2.101722  1.269767  3.097837  0.2055
H  0.035540  2.115562  3.372003  0.2078

Cartesian forces, eV/Å:
0.45 -1.20 -1.62
0.16 0.02 0.70
-0.26 0.26 -0.32
-0.55 -0.19 -0.57
0.38 -0.02 -0.16
-0.49 0.44 0.33
-0.90 0.41 0.27
0.18 -0.35 0.39
-0.41 0.55 -2.54
0.40 -0.48 -0.06
0.44 0.08 0.00
-1.00 0.19 0.11
0.02 0.89 -0.99
0.17 -0.06 0.11
-0.58 0.63 -0.08
-0.66 -0.52 -0.36
-0.31 -0.33 0.43
0.22 0.63 -0.04
-0.14 -0.01 0.21
0.28 -0.16 0.12
0.20 -0.19 0.20
-0.15 -0.01 0.17
0.08 0.12 0.16
-0.18 0.04 -0.16
1.26 2.89 1.75
-0.44 0.56 -0.10
0.43 0.84 -0.10
-0.39 -0.37 0.53
-0.78 0.08 -1.09
1.87 -3.80 2.24
0.35 -1.11 1.66
-0.12 -0.17 0.36
1.21 -0.85 -0.32
0.09 0.04 0.09
-0.42 0.06 -0.48
-0.24 0.49 0.35
-0.23 0.60 0.49
0.57 -0.04 -0.19
0.14 -0.02 -1.85
0.36 0.12 -0.21
0.42 1.26 0.74
-0.20 0.47 0.32
0.19 -0.28 1.11
-0.72 0.75 -0.05
0.79 0.57 -0.48
-0.26 -0.11 0.41
0.22 -0.99 -0.20
-0.94 -0.34 0.06
0.74 -0.65 0.54
-0.22 0.13 0.18
-0.71 -0.42 -0.36
0.67 0.14 -0.16
-0.01 0.73 0.94
-0.37 -0.04 -0.43
-0.37 0.03 0.02
0.38 0.69 0.30
-1.24 -0.77 -0.81
0.51 -1.00 -0.36
0.88 -0.14 0.09
-0.28 -0.08 -0.28
-0.57 -0.03 -0.05
-0.01 0.18 -0.19
0.06 0.10 0.22
-0.12 -0.01 -0.06
-0.01 -0.10 -0.24
0.14 -0.18 -0.66

***

Record 2
C55H42LaO2P3S4Sb | ωB97M-V/def2-TZVPD

Output
HOMO (spin up / spin down) = -5.0 / -6.6 eV
Maximum force = 2.22 eV/Å
Molecular weight = 1216.8 g mol⁻¹
Orbital gap (spin up / spin down) = 4.43 / 6.05 eV
Multiplicity = 2

Last column: Löwdin charge in e.
CARTESIAN COORDINATES (ANGSTROEM)
La  0.851661  -0.924242  -0.078980  0.9289
O  -0.479337  -0.102862  -4.176638  -0.4642
S  -0.903967  -0.656841  -2.883156  0.7787
C  -2.384152  0.368611  -2.524032  -0.3362
C  -3.507841  0.287800  -3.338996  -0.0529
C  -4.439206  1.308689  -3.343693  -0.0532
C  -4.219944  2.446816  -2.578229  -0.0542
C  -3.111900  2.522428  -1.756549  -0.0707
C  -2.202736  1.466039  -1.681644  -0.3532
P  -0.833287  1.490946  -0.443715  1.0206
C  -0.190072  3.173440  -0.748156  -0.3651
C  0.135836  3.478168  -2.072319  -0.0853
C  0.613890  4.734537  -2.399600  -0.0787
C  0.784634  5.693842  -1.409250  -0.0783
C  0.511617  5.377151  -0.087200  -0.0732
C  0.035115  4.117076  0.249789  -0.1064
C  -1.831696  1.613247  1.100071  -0.3427
C  -1.863708  0.489929  1.924850  -0.1384
C  -2.629009  0.466168  3.080471  -0.0633
C  -3.373117  1.577922  3.436247  -0.0714
C  -3.348406  2.707328  2.627932  -0.0668
C  -2.589236  2.725736  1.470275  -0.0891
C  -1.764568  -2.194958  -3.257223  -0.3745
C  -2.160237  -2.439044  -4.564033  -0.0774
C  -2.901069  -3.571461  -4.848802  -0.0544
C  -3.240826  -4.453570  -3.828701  -0.0534
C  -2.789855  -4.232039  -2.539674  -0.0722
C  -2.020064  -3.106404  -2.243799  -0.3530
P  -1.299893  -2.907745  -0.562829  1.0120
C  -0.559422  -4.572171  -0.373365  -0.4083
C  -0.454612  -5.149151  0.893530  -0.1883
C  0.144782  -6.388594  1.047450  -0.0766
C  0.660520  -7.053575  -0.055944  -0.0730
C  0.596668  -6.467047  -1.309590  -0.0766
C  -0.005532  -5.228549  -1.470616  -0.1219
C  -2.884516  -2.984168  0.370182  -0.3425
C  -3.630358  -1.806595  0.401885  -0.1079
C  -4.864348  -1.767062  1.029621  -0.0731
C  -5.373276  -2.909909  1.627709  -0.0798
C  -4.652313  -4.093362  1.576230  -0.0712
C  -3.415052  -4.134868  0.949174  -0.0882
H  -3.646568  -0.566702  -3.985347  0.1042
H  -5.317632  1.231869  -3.970972  0.1109
H  -4.911190  3.278280  -2.628523  0.1104
H  -2.934767  3.422972  -1.186035  0.1015
H  0.022805  2.725951  -2.846991  0.1157
H  0.858644  4.969812  -3.427388  0.1121
H  1.144932  6.681114  -1.668080  0.1072
H  0.670356  6.113496  0.690557  0.1082
H  -0.132704  3.870649  1.289980  0.0860
H  -1.258549  -0.376775  1.686916  0.0525
H  -2.638306  -0.422688  3.698372  0.1171
H  -3.961023  1.572151  4.344922  0.1068
H  -3.925276  3.581288  2.903322  0.1075
H  -2.577728  3.624617  0.872253  0.0950
H  -1.869106  -1.736269  -5.336035  0.1188
H  -3.221640  -3.768550  -5.863409  0.1107
H  -3.837229  -5.331012  -4.043026  0.1097
H  -3.012245  -4.946367  -1.757630  0.1140
H  -0.830709  -4.622534  1.758907  0.0932
H  0.223773  -6.825640  2.034613  0.1093
H  1.119334  -8.026557  0.063692  0.1056
H  1.026376  -6.968119  -2.167039  0.1091
H  -0.031898  -4.769714  -2.450570  0.1120
H  -3.248496  -0.915893  -0.084662  0.0853
H  -5.423674  -0.840109  1.057697  0.1096
H  -6.333532  -2.881755  2.126589  0.1044
H  -5.052434  -4.994579  2.023305  0.1065
H  -2.873347  -5.068455  0.911119  0.0934
S  5.090562  -2.421790  -0.298194  -0.2009
Sb  3.051316  -3.049751  -1.055723  0.2754
S  2.278595  -1.159856  -2.268027  -0.2366
S  1.818873  -3.114348  1.753516  0.6199
O  1.163084  -0.659478  2.131975  -0.4663
C  2.123957  -1.509796  2.181040  -0.9750
C  3.479915  -1.007585  2.463863  -0.2706
C  4.413449  -1.745979  3.182872  -0.0577
C  5.648883  -1.200330  3.471878  -0.0687
C  5.963959  0.080586  3.035642  -0.0659
C  5.053404  0.807694  2.288716  -0.0797
C  3.807431  0.270788  1.983338  -0.2824
P  2.631587  1.184909  0.897211  1.0464
C  3.718840  1.978563  -0.338348  -0.3663
C  3.339068  3.182725  -0.933172  -0.1118
C  4.060299  3.696008  -1.999660  -0.0802
C  5.153193  3.001752  -2.496794  -0.0839
C  5.510411  1.784573  -1.936059  -0.0649
C  4.796468  1.268680  -0.865482  -0.1118
C  2.152984  2.536646  2.051019  -0.3274
C  1.079971  2.315824  2.917352  -0.1020
C  0.666670  3.302717  3.799172  -0.0808
C  1.311203  4.531895  3.821579  -0.0857
C  2.381860  4.756353  2.969229  -0.0837
C  2.806995  3.765805  2.095001  -0.0919
H  4.150265  -2.744485  3.506609  0.1074
H  6.370943  -1.782759  4.028907  0.1066
H  6.932166  0.505171  3.269082  0.1043
H  5.310583  1.790810  1.914122  0.1097
H  2.476985  3.719850  -0.555120  0.0675
H  3.759339  4.636368  -2.446191  0.0979
H  5.714726  3.403336  -3.331195  0.1003
H  6.339132  1.216848  -2.339417  0.1096
H  5.066675  0.296886  -0.471420  0.0316
H  0.570733  1.363826  2.908511  0.0795
H  -0.160732  3.106425  4.470409  0.1054
H  0.988233  5.304109  4.508504  0.1021
H  2.891199  5.712204  2.987194  0.1060
H  3.647439  3.962669  1.442838  0.1032

Cartesian forces, eV/Å:
-0.75 -0.55 -0.89
0.43 0.18 -0.25
-1.00 -0.03 0.04
0.27 0.08 0.03
-0.06 -0.11 -0.04
0.02 -0.06 -0.02
0.00 0.06 0.03
-0.03 -0.03 0.00
0.11 -0.21 -0.05
-1.03 1.21 0.09
0.13 -0.09 -0.05
-0.03 -0.02 0.02
0.00 0.07 -0.05
-0.02 -0.03 0.01
-0.03 0.11 -0.03
-0.08 -0.05 -0.02
0.09 -0.05 0.01
0.13 0.15 -0.12
-0.01 -0.09 0.08
0.04 -0.02 -0.01
-0.04 0.05 0.00
0.04 0.00 0.04
0.16 -0.10 0.26
0.11 0.16 -0.16
-0.03 -0.03 0.00
0.00 -0.03 0.05
-0.01 0.07 -0.08
0.07 0.08 -0.02
-1.17 -1.21 -0.21
0.00 0.07 0.13
0.04 -0.04 -0.13
0.01 0.04 0.04
0.00 -0.05 0.01
0.01 0.00 -0.05
-0.02 0.03 0.06
0.08 0.00 0.03
0.07 -0.07 -0.01
-0.02 0.08 -0.01
-0.04 -0.02 0.02
0.00 -0.01 0.01
-0.04 0.07 0.00
-0.01 0.00 -0.02
0.01 0.01 -0.01
-0.01 -0.01 0.02
-0.02 -0.01 0.05
-0.04 0.04 -0.03
-0.01 -0.04 0.00
0.02 0.00 0.01
0.01 -0.04 0.01
-0.11 0.07 -0.05
-0.09 -0.07 0.10
0.02 0.01 0.00
-0.02 -0.01 -0.01
0.02 0.00 -0.01
0.03 0.03 -0.03
-0.02 0.01 0.02
0.02 0.02 0.00
0.01 0.00 -0.02
-0.01 -0.02 0.00
0.02 -0.01 0.06
-0.02 -0.01 -0.01
0.03 0.03 0.01
0.00 0.01 0.00
0.01 -0.02 -0.03
-0.02 0.06 0.04
0.01 -0.01 -0.02
0.00 0.01 -0.01
0.00 0.01 0.01
-0.01 -0.02 -0.01
-0.08 0.08 0.07
0.99 -1.70 -0.49
0.56 0.56 -1.09
0.06 0.23 -0.26
-0.54 1.12 1.84
0.75 -1.10 0.87
-0.12 0.41 -0.13
-0.08 0.02 0.04
-0.05 -0.08 -0.03
0.13 0.02 0.04
-0.16 -0.01 -0.07
0.05 -0.11 0.09
1.07 0.96 0.23
-0.08 0.02 0.00
0.01 -0.07 0.08
-0.04 0.04 -0.01
0.03 0.01 -0.05
0.01 0.00 0.00
0.02 0.06 -0.01
-0.12 0.00 -0.08
0.05 -0.01 0.03
-0.01 0.00 0.03
-0.04 -0.02 0.01
0.02 0.06 0.02
0.04 -0.04 0.09
0.03 0.00 0.00
0.02 0.04 0.01
-0.01 0.01 -0.03
0.08 0.00 0.02
0.10 0.00 -0.07
0.01 -0.01 0.01
0.00 -0.02 0.00
0.00 0.01 0.00
-0.01 -0.06 0.03
0.04 -0.04 0.02
-0.01 0.01 -0.02
0.00 0.01 -0.02
0.03 -0.02 -0.01
-0.01 -0.02 0.01

***

The calculation returns the following electronic energy values, one per record and in order: -45512.6010, -140418.2738 eV.